Formula: C44H104ClIN3O17PS
Source: OMol25
Level of theory: ωB97M-V/def2-TZVPD

```
172
Properties=species:S:1:pos:R:3:mulliken_charge:R:1
C 5.94878 -4.48000 1.97931 -1.32
C 4.73797 -4.01541 1.15675 1.17
C 5.10796 -3.41906 -0.16254 0.35
O 6.13037 -2.86398 -0.40532 -0.56
O 4.12545 -3.54929 -1.12690 -0.35
C 3.61818 -2.25975 -1.52629 -0.32
C 2.24184 -2.38792 -2.19896 -1.69
C 1.19123 -1.55574 -1.50352 0.57
C 0.64672 -1.81067 -0.26264 -0.60
C 1.08980 -2.99914 0.56076 1.11
C 0.87659 -4.37631 -0.06920 -0.89
C -0.51612 -4.60996 -0.62486 -1.54
I 1.13974 -5.80678 1.54908 0.13
C -0.34605 -0.90644 0.28162 0.83
P -1.12888 -1.18779 1.92104 1.39
N -2.70800 -1.29307 1.85886 -0.98
C -0.76006 0.22444 -0.39262 -0.87
C -1.74599 1.25522 0.12176 -0.93
C -1.03717 2.57253 0.36681 0.10
O -1.39588 3.61541 -0.01228 -0.46
Cl 0.42958 2.41416 1.37092 0.01
C -0.19414 0.49206 -1.66245 0.95
N -0.45556 1.55302 -2.43530 -0.62
S 0.47290 1.37946 -3.72861 0.20
N 1.20612 0.01472 -3.39931 -0.64
C 0.75833 -0.39312 -2.19285 0.90
H 5.71301 -5.44167 2.42122 0.34
H 6.82290 -4.56391 1.34908 0.35
H 6.12045 -3.78615 2.79261 0.30
H 4.20056 -3.24039 1.70109 -0.46
H 4.00816 -4.79689 0.97292 -0.07
H 3.58122 -1.55893 -0.69263 0.13
H 4.32294 -1.83133 -2.23375 0.60
H 1.94672 -3.42027 -2.32003 0.36
H 2.34623 -1.98423 -3.19684 0.54
H 0.63620 -3.01915 1.53432 0.35
H 2.15597 -2.89172 0.73850 -1.30
H 1.63547 -4.65723 -0.77935 0.72
H -1.23642 -4.53262 0.18566 0.36
H -0.56703 -5.63728 -0.96184 0.58
H -0.76089 -3.96646 -1.46143 0.29
H -0.73178 -0.08235 2.70082 0.00
H -0.63108 -2.34616 2.51459 0.00
H -3.05585 -1.23074 0.91119 0.22
H -2.18835 0.97054 1.07051 0.37
H -2.52039 1.48198 -0.59996 0.41
C 3.52136 0.84578 3.17405 -1.07
C 3.08362 -0.60079 3.27994 -0.06
O 2.23876 -0.96603 2.17931 -0.07
H 2.65887 1.50100 3.14384 0.10
H 4.14599 1.13277 4.02027 0.47
H 4.08814 1.00527 2.25126 0.39
H 2.50213 -0.76661 4.18476 0.03
H 3.95376 -1.26727 3.30596 0.20
H 2.73964 -0.82001 1.36986 -0.06
C -1.63256 -7.64947 -4.60047 -1.04
C -2.44312 -6.91230 -3.55371 0.08
O -1.78273 -5.69825 -3.17525 -0.38
H -0.63565 -7.87458 -4.21702 0.20
H -2.11682 -8.58396 -4.88893 0.41
H -1.50321 -7.03210 -5.49044 0.36
H -2.55267 -7.51872 -2.65893 -0.07
H -3.44293 -6.67607 -3.93095 0.26
H -1.69315 -5.16203 -3.96965 0.26
C -5.79747 1.41859 3.00154 -0.93
C -4.99381 1.02674 4.22984 -0.15
O -4.59553 -0.33388 4.18274 -0.53
H -6.68188 0.78746 2.91199 0.26
H -6.11388 2.46263 3.05165 0.35
H -5.20385 1.27891 2.09485 0.18
H -5.59273 1.15099 5.13196 0.34
H -4.10484 1.66480 4.32132 0.17
H -4.05245 -0.45094 3.38952 0.34
C 0.71698 5.97673 -5.45320 -1.09
C 1.29281 4.93548 -4.51539 0.06
O 1.81096 3.80586 -5.22266 -0.49
H -0.07659 5.54371 -6.06545 0.23
H 0.31385 6.81848 -4.89046 0.25
H 1.48498 6.35039 -6.13496 0.46
H 0.51924 4.55439 -3.84784 0.08
H 2.08692 5.37304 -3.90332 0.22
H 2.50647 4.11560 -5.81000 0.27
C -1.89690 -10.28299 0.27265 -1.21
C -2.21258 -9.15730 -0.69355 -0.07
O -3.31810 -9.49264 -1.53687 -0.54
H -1.66253 -11.19663 -0.27496 0.32
H -1.05054 -10.02643 0.91099 0.32
H -2.75760 -10.49548 0.91078 0.34
H -1.35731 -8.95880 -1.33867 0.24
H -2.44934 -8.23857 -0.14607 0.27
H -4.07623 -9.65594 -0.96847 0.30
C -0.37121 9.63396 -1.55423 -1.05
C 0.55040 8.43817 -1.70548 -0.14
O 1.08063 8.34527 -3.02791 -0.45
H -1.19382 9.57169 -2.26715 0.27
H -0.78397 9.68585 -0.54599 0.33
H 0.16627 10.56368 -1.75549 0.32
H 0.00822 7.51184 -1.52228 0.24
H 1.37594 8.49835 -0.98890 0.25
H 1.57579 9.15084 -3.20376 0.25
C -2.23486 -6.19647 5.02775 -0.51
C -1.40648 -7.46672 5.09807 -0.26
O -0.81664 -7.78109 3.83878 -0.44
H -3.02052 -6.29824 4.27852 0.27
H -2.69688 -5.97581 5.99202 0.35
H -1.61638 -5.34414 4.73758 -0.14
H -2.03030 -8.31732 5.36898 0.28
H -0.61747 -7.37021 5.85297 0.26
H -0.24481 -7.04633 3.58857 0.08
C 0.64143 -1.58199 6.29187 -0.84
C -0.37840 -2.65021 5.94381 -0.54
O -0.16964 -3.16707 4.62867 -0.24
H 0.59350 -0.76314 5.57196 -0.02
H 0.46440 -1.18061 7.29044 0.47
H 1.65530 -1.98978 6.25782 0.35
H -1.38563 -2.23747 5.95901 0.39
H -0.33473 -3.47288 6.66508 0.30
H 0.71331 -3.55054 4.59541 0.16
C -2.98988 4.60855 -5.06923 -0.91
C -3.34015 5.78719 -5.95692 -0.33
O -4.41846 5.47560 -6.83976 -0.56
H -2.71878 3.74307 -5.67478 0.25
H -2.15537 4.85166 -4.40936 0.20
H -3.84498 4.31925 -4.45415 0.50
H -2.49280 6.06140 -6.58269 0.21
H -3.61407 6.65568 -5.34968 0.27
H -5.18068 5.24219 -6.29953 0.27
C 2.99480 5.82044 3.72409 -1.04
C 3.35886 4.34959 3.72913 -0.26
O 2.26630 3.53776 4.16750 -0.29
H 2.68968 6.13719 4.72112 0.15
H 3.83650 6.43443 3.40614 0.40
H 2.15340 6.00648 3.05123 0.32
H 4.18251 4.16117 4.41564 0.29
H 3.66282 4.02706 2.72731 0.26
H 1.53274 3.68336 3.56117 0.18
C -0.60435 1.95844 6.89581 -0.59
C -0.14634 3.32509 7.37586 -0.39
O 1.23683 3.53295 7.11999 -0.50
H -0.02521 1.17315 7.38329 0.12
H -1.66281 1.79819 7.10885 0.38
H -0.44947 1.85790 5.81828 0.11
H -0.28517 3.41772 8.45226 0.33
H -0.72942 4.11508 6.88811 0.26
H 1.36777 3.46378 6.16690 0.29
C -5.49716 4.78067 -11.03691 -0.98
C -6.52279 4.35168 -10.00285 -0.18
O -5.90192 3.87738 -8.81455 -0.47
H -4.83748 3.94815 -11.28309 0.26
H -5.98105 5.12788 -11.95163 0.33
H -4.87350 5.58812 -10.64710 0.31
H -7.13248 3.53480 -10.38715 0.29
H -7.18758 5.18800 -9.75737 0.24
H -5.36614 4.59555 -8.45405 0.31
C 2.93392 -5.69056 -6.44608 -1.17
C 1.70434 -6.36353 -5.86438 0.03
O 0.55834 -6.17721 -6.69249 -0.51
H 2.75564 -4.62282 -6.57733 0.29
H 3.79949 -5.82475 -5.79571 0.32
H 3.17269 -6.10514 -7.42823 0.39
H 1.45749 -5.93610 -4.89324 0.11
H 1.88249 -7.43573 -5.72973 0.26
H 0.74942 -6.56122 -7.55328 0.28
C 3.35270 10.01649 6.17494 -1.08
C 4.07186 8.69973 5.94819 -0.09
O 4.60550 8.61190 4.62707 -0.49
H 2.54461 10.13630 5.45280 0.29
H 2.93452 10.06687 7.18106 0.32
H 4.03690 10.85808 6.04296 0.33
H 3.38385 7.86494 6.06325 0.20
H 4.88232 8.57650 6.67387 0.27
H 5.22699 9.33746 4.51659 0.29
```

Output
Total charge ... 0
Total energy ... -127335.958 eV
Frontier orbital gap ... 7.719 eV
HOMO energy ... -8.7 eV

=====

Formula: C44H106F12N7O18S4
Source: OMol25
Level of theory: ωB97M-V/def2-TZVPD

```
191
Properties=species:S:1:pos:R:3:mulliken_charge:R:1
C -1.88625 5.82291 0.54604 -1.46
C -2.76925 5.07655 1.55774 0.84
C -3.87322 6.00152 2.17579 -1.09
O -4.59541 5.27077 3.15687 -0.11
C -5.29646 6.09821 4.10023 -0.91
N -3.36645 3.80505 0.90909 0.69
H -4.01218 4.03081 0.16600 0.47
H -2.65198 3.24398 0.46770 -0.17
H -3.85860 3.22570 1.57409 0.10
H -2.37867 5.86315 -0.42556 0.36
H -0.91782 5.33802 0.42301 0.21
H -1.87009 6.88351 0.79696 0.51
H -2.22055 4.61642 2.37951 0.17
H -4.55087 6.33357 1.38925 0.39
H -3.49149 6.92334 2.61469 0.47
H -6.19315 6.49269 3.62228 0.35
H -4.79702 6.92476 4.60567 0.36
H -5.62137 5.40534 4.87643 0.25
C 5.89971 -1.04922 0.23422 -0.78
N 4.55124 -1.36332 -0.43560 0.27
C 4.31169 -2.90105 -0.62242 -0.79
C 3.40051 -0.81382 0.44968 -1.06
C 4.52929 -0.51162 -1.75252 -1.09
C 3.48728 -0.80338 -2.77745 0.48
O 3.47746 -2.11494 -3.28329 -0.60
H 5.95450 -1.48931 1.22992 0.35
H 5.99669 0.03196 0.33291 0.32
H 6.64463 -1.44536 -0.45590 0.39
H 4.30246 -3.14584 0.43970 0.45
H 5.02230 -3.32312 -1.33304 0.44
H 3.33010 -3.04876 -1.07271 0.13
H 3.54115 0.26322 0.54089 0.11
H 3.51209 -1.30865 1.41445 0.86
H 2.44673 -0.90129 -0.07066 -0.01
H 5.44486 -0.80258 -2.26747 0.44
H 4.55013 0.53883 -1.46233 0.44
H 3.45793 -0.05456 -3.56897 0.67
H 2.54940 -0.64305 -2.24568 -0.45
H 2.74945 -2.35463 -3.86135 0.64
C -5.50638 -1.43455 -5.22144 -0.64
N -4.83211 -0.00828 -4.93953 0.02
C -3.71510 0.09657 -5.98940 -0.85
C -5.96530 1.02068 -5.16954 -0.86
C -4.26599 0.02548 -3.49961 -0.29
C -3.80420 1.35907 -2.89049 0.72
O -4.91692 2.13613 -2.73670 -0.61
H -4.83760 -2.29075 -5.13342 0.09
H -6.04392 -1.50954 -6.16670 0.33
H -6.22089 -1.38773 -4.39962 0.50
H -3.15833 1.01969 -5.82831 0.34
H -4.24889 0.15506 -6.93796 0.44
H -3.11734 -0.80528 -5.85731 0.32
H -6.39977 0.92464 -6.16458 0.38
H -5.44311 1.97641 -5.12494 0.39
H -6.71529 0.88314 -4.39063 0.35
H -3.41671 -0.65564 -3.55335 -0.03
H -4.91696 -0.52404 -2.81964 0.42
H -2.89780 1.82489 -3.27720 -0.38
H -3.62801 1.20760 -1.82554 -0.14
H -4.75527 2.97585 -2.30043 0.35
C 0.51581 -0.18203 5.90064 -0.78
N 1.39088 -1.25056 5.21299 0.30
C 0.68842 -2.60406 5.07931 -1.20
C 1.67885 -0.76929 3.76678 -1.10
C 2.83666 -1.25835 5.85283 -0.11
C 2.98409 -2.19590 7.02665 -0.79
O 2.18689 -1.90660 8.19114 -0.51
H -0.43829 -0.31777 5.39135 0.33
H 0.97337 0.73765 5.53607 0.29
H 0.61773 -0.40572 6.96257 0.38
H -0.20973 -2.31553 4.53326 0.48
H 0.49535 -3.03857 6.06014 0.47
H 1.33897 -3.29269 4.54016 0.47
H 2.17216 0.20184 3.80742 0.19
H 0.74470 -0.62493 3.22398 0.38
H 2.19918 -1.51062 3.16033 0.49
H 3.13206 -0.22027 6.00527 0.30
H 3.46952 -1.69016 5.07750 0.23
H 3.97921 -2.35270 7.44289 0.51
H 2.66340 -3.17859 6.68084 0.26
H 2.59419 -2.08557 9.04184 0.34
C 3.11842 5.62115 5.43680 -0.91
N 3.04837 4.43233 4.40971 0.12
C 4.37507 4.47970 3.53061 -0.70
C 2.92305 3.24806 5.34833 -1.00
C 1.84400 4.54811 3.42529 -1.72
C 1.45221 3.29372 2.60663 1.62
O 0.27699 2.74790 3.24351 -0.46
H 3.02028 6.55805 4.88845 0.37
H 4.08927 5.64245 5.93188 0.43
H 2.31823 5.58856 6.17621 0.40
H 4.55739 5.41634 3.00375 0.44
H 4.39610 3.64132 2.83436 0.13
H 5.21108 4.38393 4.22345 0.41
H 1.92612 3.16700 5.78151 0.40
H 3.74088 3.36382 6.05956 0.51
H 3.09668 2.28067 4.87704 0.28
H 2.06014 5.30550 2.67181 0.55
H 1.07003 4.88141 4.11665 0.56
H 2.17440 2.47822 2.64543 -0.22
H 1.07480 3.52114 1.60967 -0.42
H 0.06919 2.00398 2.67342 0.47
C 1.62049 5.04555 -4.60705 -0.89
N 0.65068 3.85724 -4.48524 0.22
C -0.49349 4.21857 -3.47139 -0.03
C 0.12109 3.77376 -5.90894 -0.62
C 1.47456 2.65363 -3.97415 0.53
C 0.86735 1.32793 -4.41495 0.18
O -0.47861 1.24581 -4.13560 0.19
H 1.08204 5.89344 -5.03044 0.37
H 2.36459 4.62595 -5.28406 0.50
H 1.87363 5.30445 -3.57895 0.33
H -1.04137 5.12862 -3.71581 0.49
H -0.02271 4.27376 -2.48985 0.19
H -1.24277 3.42744 -3.49935 -0.36
H -0.73352 3.10948 -6.03731 -0.02
H 0.93741 3.32735 -6.47678 0.43
H -0.18974 4.75267 -6.27395 0.41
H 1.72729 2.74414 -2.91773 -0.86
H 2.51890 2.68809 -4.28440 0.40
H 1.34843 0.44822 -3.98743 -0.53
H 0.99528 1.13036 -5.47923 0.44
H -0.56699 0.29300 -4.21269 -0.09
C -3.44284 -7.49746 -2.33659 -1.03
C -3.50334 -7.55554 -0.82225 -0.54
C -2.43029 -6.73012 -0.06574 -0.72
C -0.99210 -6.90763 -0.61570 -0.87
N 0.13020 -6.02164 0.10104 0.87
C 0.24116 -6.44822 1.60615 -1.02
C -0.31183 -5.21932 2.37799 -0.61
C -0.09024 -3.94193 1.52002 0.22
C -0.18423 -4.47837 0.05823 -0.60
C 1.53025 -6.30538 -0.64972 -0.87
C 1.42228 -6.48395 -2.24184 0.09
C 2.77804 -6.53040 -2.95628 -1.55
H -2.56483 -8.07762 -2.62049 0.30
H -3.25435 -6.47434 -2.66183 0.14
H -4.37087 -7.78073 -2.83319 0.39
H -3.52311 -8.58739 -0.47154 0.34
H -4.40129 -6.98124 -0.59430 0.33
H -2.40616 -7.07837 0.96684 0.34
H -2.77865 -5.70621 0.06974 0.47
H -1.07104 -6.63361 -1.66773 0.28
H -0.61910 -7.92507 -0.49825 0.61
H 1.28541 -6.63079 1.85975 0.44
H -0.25239 -7.39313 1.83342 0.34
H 0.15229 -5.16152 3.36254 0.42
H -1.39029 -5.29760 2.51540 0.45
H 0.78617 -3.34391 1.76978 -0.23
H -0.85579 -3.21783 1.79877 0.37
H 0.36529 -4.03732 -0.77340 0.46
H -1.19055 -4.50128 -0.35998 -0.14
H 1.95236 -7.13208 -0.07833 0.68
H 2.19273 -5.47141 -0.41794 0.34
H 0.69421 -5.90436 -2.80937 0.07
H 0.98611 -7.47747 -2.34570 0.37
H 2.76531 -6.60767 -4.04347 0.41
H 3.54780 -7.25368 -2.68713 0.40
H 3.28949 -5.57394 -2.84812 0.19
C -3.33717 0.16243 4.23010 0.60
F -2.11605 0.34933 3.74502 -0.17
F -3.91444 -0.92762 3.67105 -0.23
F -3.23578 -0.01297 5.56506 -0.23
S -4.37753 1.70095 3.87067 1.07
O -4.60511 1.77703 2.41207 -0.87
O -5.58633 1.49945 4.68009 -0.66
O -3.59841 2.86897 4.27263 -0.65
C 3.44190 3.74966 -0.63009 0.27
F 4.00526 3.17793 0.44885 -0.18
F 3.75275 3.18312 -1.78295 -0.16
F 2.13653 3.63253 -0.43504 -0.04
S 3.89794 5.57714 -0.76945 1.12
O 3.39003 6.05253 0.53911 -0.65
O 5.36940 5.64620 -0.73155 -0.68
O 3.29789 6.14187 -2.00776 -0.67
C -1.39391 -3.64392 -4.15651 0.42
F -1.19140 -4.90414 -4.35991 -0.20
F -2.67452 -3.46776 -4.59675 -0.23
F -1.37613 -3.33183 -2.83351 -0.08
S -0.09441 -2.54627 -5.11006 0.89
O 1.16107 -2.68991 -4.37105 -0.70
O 0.04534 -3.05888 -6.47308 -0.70
O -0.68385 -1.19475 -5.10126 -0.68
C -1.27763 -0.61277 -0.53186 -0.54
F -1.55562 -0.69244 -1.84906 0.00
F -2.39589 -0.89881 0.11724 -0.18
F -0.32814 -1.45754 -0.20414 -0.23
S -0.58885 1.16485 -0.03543 0.80
O 0.78106 1.18391 -0.57473 -0.38
O -1.55597 2.05861 -0.71043 -0.53
O -0.54960 1.16326 1.40744 -0.60
```

Output
Total charge ... +3
Energy above the lowest of the compared OMol25 structures with the same formula, charge and spin ... 0.000 eV
Total energy ... -170552.967 eV
Frontier orbital gap ... 6.934 eV
HOMO energy ... -13.3 eV